# 1
The following is a quantum chemistry calculation of a 6-piece molecular cluster, C21H42Br2O9 overall at a distorted geometry, from the OMol25 dataset.

Structure (ORCA input):
```
! wB97M-V def2-TZVPD RIJCOSX def2/J DEFGRID3
* xyz 0 1
C -5.376 -1.758 -1.296
C -4.757 -1.727 0.104
O -4.365 -0.423 0.471
C -3.160 0.169 0.086
C -2.949 1.592 0.523
O -2.343 -0.435 -0.581
H -4.720 -1.324 -2.051
H -6.403 -1.392 -1.304
H -5.520 -2.807 -1.553
H -5.457 -2.118 0.843
H -3.950 -2.459 0.103
H -3.228 1.620 1.576
H -3.555 2.347 0.022
H -1.940 1.969 0.356
C 2.423 2.799 -1.622
C 2.277 2.413 -3.089
O 0.862 2.200 -3.345
C 0.405 0.964 -3.398
C -1.113 0.993 -3.528
O 0.996 -0.133 -3.345
H 3.300 3.433 -1.492
H 2.462 1.971 -0.914
H 1.551 3.338 -1.250
H 2.512 3.223 -3.780
H 2.869 1.552 -3.399
H -1.551 1.991 -3.554
H -1.673 0.454 -2.764
H -1.405 0.690 -4.533
C 3.554 0.562 -0.776
C 3.831 -0.405 -1.978
O 4.132 -1.783 -1.563
C 4.321 -2.699 -2.409
C 4.399 -4.048 -1.697
O 4.285 -2.600 -3.651
H 4.304 0.463 0.009
H 2.522 0.437 -0.449
H 3.747 1.566 -1.153
H 2.984 -0.281 -2.652
H 4.697 0.008 -2.496
H 3.769 -4.731 -2.268
H 3.929 -4.007 -0.714
H 5.443 -4.352 -1.622
C -0.941 -2.716 1.242
C -1.218 -2.665 2.744
O -1.822 -1.449 3.201
C -3.153 -1.288 3.280
C -3.468 0.212 3.425
O -4.003 -2.160 2.970
H -0.262 -1.898 1.000
H -1.881 -2.536 0.720
H -0.592 -3.674 0.855
H -1.787 -3.514 3.122
H -0.243 -2.765 3.220
H -4.411 0.466 2.941
H -2.753 0.970 3.105
H -3.588 0.292 4.505
C 0.177 0.161 -0.528
C 0.293 0.822 0.788
C -0.435 0.204 1.956
O 0.815 1.902 0.978
H -0.186 -0.856 -0.380
H 1.161 0.062 -0.986
H -0.489 0.765 -1.144
H -1.439 -0.093 1.652
H -0.374 0.905 2.788
H 0.097 -0.705 2.237
Br 0.807 4.553 2.314
C 1.609 2.914 3.123
C 3.000 2.715 2.480
Br 3.761 1.141 3.414
H 0.970 2.058 2.904
H 1.678 3.065 4.200
H 3.699 3.550 2.522
H 2.864 2.290 1.486
*
```

The calculation puts the LUMO energy at 0.443 eV. The value obtained for the largest force on an atom is 5.3 eV/Å. Its SMILES is CCOC(C)=O.CCOC(C)=O.CCOC(C)=O.CCOC(C)=O.CC(C)=O.BrCCBr. For the total energy, the calculation gives -180966.9818 eV.

# 2
The following is a quantum chemistry calculation of C22H17BrMoN3O4 as an isolated structure at a distorted geometry, from the OMol25 dataset.

Structure (ORCA input):
```
! wB97M-V def2-TZVPD RIJCOSX def2/J DEFGRID3
* xyz 3 1
Mo 0.201 0.021 -0.239
O -1.158 -1.047 0.102
C -1.793 -2.223 -0.027
C -2.931 -2.556 0.684
C -3.497 -3.806 0.473
C -2.928 -4.710 -0.428
C -1.814 -4.359 -1.166
C -1.229 -3.097 -0.990
C -0.301 -2.555 -1.922
N 0.292 -1.386 -1.865
C 0.614 -0.766 -3.164
C -0.391 0.389 -3.221
N -0.076 1.136 -1.993
C 0.306 2.380 -2.093
C 1.163 3.049 -1.171
C 1.430 4.420 -1.294
C 2.453 4.998 -0.572
C 3.262 4.210 0.251
C 3.055 2.843 0.362
C 1.998 2.265 -0.315
O 1.698 0.953 -0.231
H -3.364 -1.845 1.375
H -4.392 -4.082 1.015
H -3.377 -5.684 -0.567
H -1.401 -5.051 -1.891
H -0.169 -3.134 -2.835
H 0.482 -1.454 -3.998
H 1.634 -0.382 -3.171
H -1.414 0.010 -3.200
H -0.254 1.004 -4.110
H 0.065 2.911 -3.013
H 0.817 5.022 -1.954
H 2.645 6.059 -0.660
H 4.072 4.668 0.802
H 3.700 2.234 0.982
Br 1.958 -2.135 1.153
C 1.052 -1.141 2.513
C 1.039 -1.379 3.868
C 0.250 -0.528 4.644
C -0.495 0.493 4.054
C -0.401 0.644 2.686
N 0.373 -0.157 1.956
C -1.158 1.623 1.810
O -1.982 2.379 2.173
O -0.714 1.486 0.525
H 1.606 -2.187 4.311
H 0.209 -0.680 5.715
H -1.133 1.146 4.634
*
```

The calculation puts the LUMO energy (alpha / beta) at -12.419 / -12.420 eV. The value obtained for the largest force on an atom is 3.5 eV/Å. For the total energy, the calculation gives -107620.6646 eV.

# 3
The following is a quantum chemistry calculation of a 30-piece molecular cluster, H60O30 overall at a distorted geometry, from the OMol25 dataset.

Structure (ORCA input):
```
! wB97M-V def2-TZVPD RIJCOSX def2/J DEFGRID3
* xyz 0 1
O -0.102 1.423 1.670
O -0.147 2.715 -0.888
O -1.447 -1.430 1.990
O 2.223 -0.455 1.680
O 1.969 -2.730 -0.566
O -1.614 1.487 -3.428
O -3.706 0.042 1.591
O 1.950 2.435 -2.792
O -3.310 -0.825 -3.063
O -1.187 -4.164 -1.012
O -1.311 -2.874 -3.471
O -4.393 -1.562 -0.724
O 2.926 -2.430 -3.082
O -2.996 -3.662 1.083
O 1.132 -1.299 -4.964
O -0.048 -2.700 3.891
O 4.597 0.645 0.911
O -1.652 3.349 3.035
O -3.974 2.802 1.689
O -1.615 0.052 4.657
O 2.254 -0.988 4.311
O 3.381 0.791 -4.381
O 0.843 -5.538 0.171
O 0.052 5.626 -0.127
O -4.034 -2.578 3.338
O 0.897 1.199 5.348
O -0.491 0.782 -6.258
O 2.474 5.114 -1.864
O 5.682 0.982 -1.615
O 4.657 3.514 -1.436
H -0.512 0.600 1.882
H -0.493 2.093 2.194
H 0.131 2.371 0.012
H -0.314 3.653 -0.711
H -1.039 -1.794 2.747
H -1.523 -2.154 1.305
H 2.495 -0.578 2.582
H 1.720 0.356 1.779
H 1.822 -2.020 0.114
H 1.995 -3.524 0.001
H -1.066 1.824 -2.660
H -1.050 1.602 -4.181
H -2.839 -0.317 1.483
H -4.080 -0.474 2.388
H 1.266 2.620 -2.098
H 1.966 3.245 -3.291
H -2.764 -0.051 -2.873
H -3.820 -0.838 -2.255
H -1.194 -3.609 -1.849
H -2.014 -4.002 -0.620
H -2.160 -2.471 -3.329
H -0.723 -2.100 -3.459
H -4.572 -0.930 -0.034
H -4.936 -2.308 -0.491
H 2.667 -3.318 -3.427
H 2.715 -2.401 -2.132
H -3.791 -4.183 0.822
H -3.351 -3.049 1.758
H 1.668 -1.443 -4.131
H 1.776 -1.657 -5.611
H 0.850 -2.429 4.165
H -0.466 -2.956 4.708
H 3.737 0.184 1.099
H 4.611 1.548 1.395
H -1.882 3.259 3.964
H -2.491 3.620 2.619
H -3.763 1.899 1.368
H -4.141 3.391 0.988
H -1.888 -0.531 5.406
H -1.707 -0.552 3.863
H 1.659 -0.277 4.626
H 2.947 -1.055 4.980
H 3.714 0.043 -3.898
H 2.808 1.274 -3.764
H 0.116 -5.044 -0.250
H 0.450 -5.757 1.012
H 0.246 5.792 0.801
H -0.578 6.303 -0.433
H -3.546 -2.713 4.150
H -4.981 -2.619 3.515
H 1.146 2.115 5.632
H -0.016 1.042 5.422
H -1.182 0.256 -6.744
H 0.068 0.163 -5.732
H 2.390 5.577 -2.727
H 1.672 5.212 -1.374
H 5.496 0.297 -2.301
H 5.265 0.727 -0.727
H 3.729 3.768 -1.720
H 4.747 2.600 -1.651
*
```

The calculation puts the LUMO energy at -1.347 eV. The value obtained for the largest force on an atom is 3.1 eV/Å. For the total energy, the calculation gives -62402.2283 eV. Its energy relative to the best compared isomer or geometry (same formula, charge and spin) is 70.1 kcal per mole.